Density functional theory data (ωB97M-V/def2-TZVPD) for one molecule with the formula C17H22N2O4S in a non-equilibrium geometry.

Values from the calculation:
HOMO energy   -8.35 eV
Relative energy (zero: lowest compared OMol25 entry of this formula, charge and spin)   2.129 eV

Geometry as ORCA input:
```
! RIJCOSX wB97M-V def2-TZVPD def2/J DEFGRID3
* xyz 0 1
C -1.081 -0.914 -2.275
H -1.645 -0.421 -1.487
H -0.369 -1.607 -1.828
C -0.368 0.122 -3.136
H -1.083 0.885 -3.444
C 0.788 0.797 -2.393
N 0.355 1.466 -1.190
C 0.165 2.794 -1.107
O 0.473 3.596 -1.964
C -0.437 3.197 0.228
H -0.344 4.270 0.380
H 0.028 2.635 1.032
S -2.269 2.837 0.228
O -2.479 1.668 -0.624
C -2.315 2.130 1.986
C -1.843 0.740 1.890
C -2.565 -0.424 1.891
O -1.708 -1.437 1.621
C -0.506 -0.859 1.438
N -0.541 0.436 1.595
C 0.649 -1.626 1.029
C 1.841 -0.946 0.771
C 2.948 -1.645 0.313
C 2.857 -3.029 0.129
C 1.678 -3.693 0.397
C 0.565 -3.002 0.844
H -0.364 -3.514 1.042
H 1.623 -4.761 0.250
H 3.728 -3.555 -0.227
O 4.146 -1.082 0.012
C 4.291 0.312 0.156
H 4.151 0.623 1.196
H 3.591 0.859 -0.484
H 5.311 0.534 -0.153
H 1.864 0.118 0.933
C -4.003 -0.715 2.102
H -4.382 -0.172 2.965
H -4.137 -1.782 2.258
H -4.577 -0.414 1.225
H -1.689 2.761 2.610
H -3.351 2.171 2.314
H -0.038 0.885 -0.463
H 1.537 0.045 -2.119
H 1.250 1.555 -3.030
H 0.037 -0.352 -4.032
H -1.784 -1.484 -2.878
*
```



Density functional theory data (ωB97M-V/def2-TZVPD) for one molecule with the formula C17H22N2O5 in a non-equilibrium geometry.

Values from the calculation:
HOMO energy   -8.71 eV
SMILES   CCCCOCCOc1ccc(Cc2c(O)[nH]c(=O)[nH]c2=O)cc1
Relative energy (zero: lowest compared OMol25 entry of this formula, charge and spin)   1.628 eV

Geometry as ORCA input:
```
! RIJCOSX wB97M-V def2-TZVPD def2/J DEFGRID3
* xyz 0 1
O 3.813 1.574 2.505
O 6.779 2.733 -0.479
O 3.272 0.230 -2.061
O -1.701 -1.983 -2.911
O -3.435 -0.866 -0.345
C 4.204 1.445 1.333
C 5.868 2.011 -0.222
C 3.923 0.755 -0.986
C 3.399 0.804 0.298
C -0.786 -0.052 -1.730
C 0.279 -2.196 -1.539
C 0.167 0.523 -0.865
C 1.227 -1.668 -0.651
C -0.766 -1.419 -2.055
C 1.136 -0.302 -0.295
N 5.431 1.966 1.072
N 5.160 1.360 -1.218
C 2.058 0.302 0.751
C -1.851 1.692 2.799
C -3.083 -1.593 -2.696
C -3.708 -1.872 -1.335
C -3.832 -1.195 0.985
C -2.159 0.568 1.768
C -3.591 -0.028 1.917
H 2.392 -0.068 -1.794
H -1.617 0.575 -2.045
H 0.277 -3.251 -1.784
H 0.124 1.576 -0.643
H 2.027 -2.282 -0.207
H 5.968 2.434 1.797
H 5.473 1.558 -2.175
H 1.494 1.109 1.228
H 2.256 -0.444 1.509
H -2.432 2.581 2.583
H -2.101 1.360 3.821
H -0.801 1.918 2.787
H -3.246 -0.553 -2.930
H -3.665 -2.128 -3.401
H -3.355 -2.877 -0.990
H -4.813 -1.924 -1.448
H -3.291 -2.110 1.366
H -4.888 -1.451 1.025
H -2.075 0.994 0.772
H -1.441 -0.259 1.900
H -4.293 0.743 1.656
H -3.799 -0.292 2.932
*
```



Density functional theory data (ωB97M-V/def2-TZVPD) for one molecule with the formula C17H22N4O3S in a non-equilibrium geometry.

Values from the calculation:
HOMO energy   -8.91 eV
SMILES   CC(=O)NC[C@@H]1C[C@@H](NS(=O)(=O)c2cccc3cncc(C)c23)CN1
Relative energy (zero: lowest compared OMol25 entry of this formula, charge and spin)   2.867 eV

Geometry as ORCA input:
```
! RIJCOSX wB97M-V def2-TZVPD def2/J DEFGRID3
* xyz 0 1
O -3.533 -3.077 -4.998
O 0.154 3.233 1.109
O -0.607 1.272 2.304
N 4.132 0.299 5.102
C -4.069 -2.056 -4.566
C 2.981 0.965 5.128
C 3.935 0.223 0.286
C 2.694 0.852 0.330
C 4.627 0.028 3.908
C 4.576 -0.075 1.491
C 2.291 1.423 4.031
C 2.037 1.203 1.528
C 3.955 0.320 2.710
C 2.708 1.008 2.747
N -3.344 -1.171 -3.818
N -2.515 -0.520 -1.091
N -0.212 1.098 -0.170
C -5.491 -1.698 -4.999
C 1.219 2.462 4.349
C -1.994 -1.510 -3.365
C -1.755 -0.833 0.122
C -0.179 -0.726 -1.712
C -1.585 -0.503 -2.280
C -0.347 -0.331 -0.231
S 0.322 1.811 1.316
H 2.653 1.224 6.119
H 4.393 0.004 -0.688
H 2.255 1.148 -0.600
H 5.560 -0.489 3.856
H 5.531 -0.549 1.479
H -3.755 -0.350 -3.421
H -3.251 -1.182 -1.265
H -1.091 1.558 -0.353
H -5.430 -0.980 -5.766
H -6.074 -1.253 -4.190
H -5.981 -2.592 -5.415
H 0.255 2.011 4.446
H 1.410 3.010 5.276
H 1.122 3.209 3.548
H -1.295 -1.466 -4.205
H -1.924 -2.565 -2.981
H -2.143 -0.323 1.036
H -1.730 -1.917 0.259
H 0.592 -0.141 -2.245
H 0.073 -1.763 -1.801
H -1.577 0.515 -2.732
H 0.408 -0.807 0.414
*
```



Density functional theory data (ωB97M-V/def2-TZVPD) for one molecule with the formula C17H22N4O5.

Values from the calculation:
HOMO energy   -9.49 eV
SMILES   C#CCOC(=O)CNC(=O)[C@H](CCCOC)NC(=O)c1cnc(C)cn1
Relative energy (zero: lowest compared OMol25 entry of this formula, charge and spin)   1.950 eV

Geometry as ORCA input:
```
! RIJCOSX wB97M-V def2-TZVPD def2/J DEFGRID3
* xyz 0 1
C -3.943 -3.314 -2.337
C -4.029 -2.150 -2.604
C -4.141 -0.733 -2.934
O -3.725 0.106 -1.841
C -2.396 0.249 -1.701
O -1.580 -0.234 -2.438
C -2.076 1.122 -0.507
N -0.658 1.198 -0.279
C -0.082 0.475 0.728
O -0.715 -0.013 1.643
C 1.423 0.294 0.599
C 1.691 -0.913 -0.311
C 3.175 -1.129 -0.575
C 3.424 -2.323 -1.472
O 2.980 -3.492 -0.815
C 3.151 -4.642 -1.607
N 1.970 0.122 1.924
C 3.126 0.698 2.300
O 3.856 1.335 1.557
C 3.480 0.492 3.749
C 4.651 1.040 4.256
N 4.997 0.890 5.528
C 4.173 0.189 6.308
C 4.557 0.013 7.744
C 2.999 -0.354 5.788
N 2.652 -0.205 4.518
H -3.863 -4.346 -2.098
H -3.546 -0.506 -3.818
H -5.179 -0.465 -3.116
H -2.511 2.110 -0.674
H -2.545 0.702 0.382
H -0.082 1.393 -1.083
H 1.878 1.189 0.168
H 1.263 -1.802 0.156
H 1.162 -0.769 -1.259
H 3.610 -0.241 -1.039
H 3.706 -1.281 0.367
H 2.886 -2.208 -2.425
H 4.494 -2.409 -1.705
H 2.790 -5.493 -1.033
H 2.579 -4.572 -2.540
H 4.207 -4.801 -1.857
H 1.391 -0.323 2.624
H 5.308 1.607 3.610
H 3.816 -0.569 8.289
H 5.522 -0.490 7.812
H 4.663 0.987 8.223
H 2.326 -0.924 6.419
*
```



Density functional theory data (ωB97M-V/def2-TZVPD) for one molecule with the formula C17H22N4O5S in a non-equilibrium geometry.

Values from the calculation:
HOMO energy   -9.18 eV
SMILES   COCCOCC(=O)Nc1ccc(S(=O)(=O)Nc2cc(C)nc(C)n2)cc1
Relative energy (zero: lowest compared OMol25 entry of this formula, charge and spin)   2.436 eV

Geometry as ORCA input:
```
! RIJCOSX wB97M-V def2-TZVPD def2/J DEFGRID3
* xyz 0 1
C 4.118 2.795 -6.331
H 3.177 3.358 -6.358
O 4.465 2.443 -5.015
C 3.505 1.628 -4.391
C 4.008 1.327 -2.976
H 4.244 2.274 -2.486
H 4.923 0.724 -3.036
O 3.050 0.700 -2.154
C 2.779 -0.645 -2.478
H 2.178 -0.729 -3.393
C 2.004 -1.341 -1.357
O 1.666 -2.497 -1.455
N 1.766 -0.522 -0.301
C 1.101 -0.793 0.889
C 0.573 -2.052 1.184
C -0.083 -2.254 2.383
C -0.212 -1.213 3.282
C 0.313 0.035 3.008
C 0.972 0.246 1.814
H 1.389 1.217 1.587
H 0.202 0.820 3.740
S -1.153 -1.475 4.777
O -1.198 -0.259 5.527
O -0.753 -2.681 5.432
N -2.690 -1.806 4.156
C -3.186 -1.056 3.115
N -3.891 -1.697 2.190
C -4.354 -0.976 1.175
N -4.148 0.318 1.001
C -3.452 0.970 1.930
C -2.945 0.315 3.042
H -2.405 0.822 3.823
C -3.239 2.434 1.719
H -3.751 2.750 0.815
H -3.620 2.994 2.570
H -2.175 2.645 1.624
C -5.146 -1.696 0.135
H -5.706 -0.982 -0.460
H -5.814 -2.411 0.607
H -4.468 -2.246 -0.516
H -2.914 -2.789 4.102
H -0.492 -3.221 2.631
H 0.681 -2.852 0.471
H 2.128 0.419 -0.412
H 3.711 -1.206 -2.636
H 2.533 2.143 -4.333
H 3.367 0.697 -4.964
H 4.926 3.418 -6.707
H 4.015 1.906 -6.966
*
```



Density functional theory data (ωB97M-V/def2-TZVPD) for C17H22N5O13P2SSc as an isolated structure.

Values from the calculation:
HOMO energy   -3.11 eV

Geometry as ORCA input:
```
! RIJCOSX wB97M-V def2-TZVPD def2/J DEFGRID3
* xyz -2 1
Sc -0.519 -0.270 0.347
O -3.794 -0.005 3.022
C -2.716 -0.156 2.455
O -2.220 0.509 1.490
C -1.752 -1.207 2.999
C -2.038 -2.115 4.004
C -1.009 -2.932 4.453
C 0.270 -2.798 3.922
C 0.459 -1.875 2.909
N -0.546 -1.140 2.457
C 1.793 -1.534 2.260
O 2.818 -2.046 2.705
O 1.682 -0.681 1.316
H -3.040 -2.147 4.406
H -1.197 -3.663 5.232
H 1.116 -3.378 4.265
O 1.204 -4.050 -1.345
P 0.095 -2.891 -1.594
O -1.037 -3.466 -2.349
O -0.080 -2.229 -0.243
O 0.869 -1.825 -2.533
P 1.728 -0.546 -2.019
O 2.852 -1.162 -1.077
O 2.319 0.116 -3.199
O 0.817 0.284 -1.119
H 0.981 -4.764 -1.951
H 2.577 -1.089 -0.131
C 3.160 2.377 -1.066
N 1.895 2.992 -0.657
C 0.992 3.312 -1.763
C 1.376 2.752 0.562
S -0.295 2.649 0.825
N 2.262 2.618 1.588
C 3.531 3.313 1.602
C 1.873 2.039 2.858
H 3.017 1.910 -2.040
H 3.432 1.584 -0.372
H 3.972 3.110 -1.121
H 1.607 3.669 -2.589
H 0.298 4.091 -1.455
H 0.422 2.434 -2.071
H 3.535 4.090 0.840
H 4.384 2.649 1.435
H 3.654 3.785 2.581
H 1.024 1.381 2.719
H 1.600 2.818 3.580
H 2.711 1.457 3.245
C -3.337 0.350 -4.605
N -3.269 -0.253 -3.293
C -4.112 -1.257 -2.913
C -4.029 -1.831 -1.708
C -2.958 -1.410 -0.815
O -2.767 -1.924 0.290
N -2.135 -0.396 -1.231
C -2.276 0.237 -2.418
O -1.610 1.192 -2.800
H -4.132 -0.137 -5.171
H -2.388 0.231 -5.128
H -3.541 1.419 -4.530
H -4.846 -1.553 -3.652
H -4.681 -2.637 -1.410
*
```



Density functional theory data (ωB97M-V/def2-TZVPD) for one molecule with the formula C17H22N6O3 in a non-equilibrium geometry.

Values from the calculation:
HOMO energy   -7.66 eV
SMILES   COCCn1cc(-c2c(OC)nc3c(N4CCOCC4)nccn23)cn1
Relative energy (zero: lowest compared OMol25 entry of this formula, charge and spin)   2.110 eV

Geometry as ORCA input:
```
! RIJCOSX wB97M-V def2-TZVPD def2/J DEFGRID3
* xyz 0 1
N -3.538 2.533 -1.638
N 1.273 -0.612 0.165
N 0.261 -3.476 -1.902
O 0.756 1.570 1.122
O -2.738 4.817 2.072
O 4.987 -4.490 -0.678
C -2.798 1.459 -1.742
C 0.672 -1.443 -0.638
C 1.073 -2.776 -1.119
C -0.973 -2.907 -2.229
C 0.433 0.499 0.324
C -1.747 1.428 -0.707
C -1.400 -1.665 -1.803
C -0.657 0.377 -0.505
C -1.906 2.570 -0.008
N -0.543 -0.897 -1.063
N -2.990 3.243 -0.585
N 2.322 -3.388 -0.902
C 1.738 1.302 2.124
C -3.153 4.668 3.444
C -3.816 4.882 1.124
C 3.930 -5.327 -1.163
C 4.517 -3.677 0.406
C -3.345 4.638 -0.321
C 2.758 -4.487 -1.781
C 3.442 -2.752 -0.154
H -3.001 0.714 -2.467
H -1.715 -3.459 -2.827
H -2.400 -1.291 -2.038
H -1.332 2.955 0.823
H 1.351 0.626 2.918
H 1.940 2.292 2.562
H 2.666 0.956 1.695
H -2.340 4.328 4.056
H -3.975 3.966 3.509
H -3.531 5.588 3.869
H -4.296 5.886 1.190
H -4.516 4.060 1.317
H 3.581 -5.946 -0.330
H 4.324 -6.045 -1.926
H 5.294 -3.059 0.914
H 4.110 -4.331 1.178
H -4.189 4.887 -0.956
H -2.477 5.283 -0.541
H 1.972 -5.195 -2.014
H 3.040 -4.036 -2.756
H 3.895 -1.990 -0.767
H 3.040 -2.277 0.748
*
```



Density functional theory data (ωB97M-V/def2-TZVPD) for C17H22NPdS as an isolated structure in a non-equilibrium geometry.

Values from the calculation:
HOMO energy (spin up / spin down)   -9.43 / -11.51 eV
⟨S²⟩   6.033

Geometry as ORCA input:
```
! RIJCOSX wB97M-V def2-TZVPD def2/J DEFGRID3
* xyz 1 5
C -0.460 0.720 -2.687
C 0.169 2.011 -2.332
C 0.395 -0.426 -3.028
C -1.888 0.495 -2.364
H 0.136 -0.888 -3.990
H 0.277 -1.194 -2.249
H 1.461 -0.169 -3.002
H -0.034 2.827 -3.055
H 1.265 1.919 -2.255
H -0.172 2.330 -1.332
H -2.580 0.990 -3.074
H -2.107 0.882 -1.356
H -2.091 -0.584 -2.332
C 2.459 -1.138 1.718
C 2.720 -1.364 0.335
C 2.638 -0.124 -0.357
H 3.009 -2.316 -0.113
C 2.248 0.895 0.559
C 2.188 0.298 1.880
H 2.192 0.803 2.852
H 2.565 -1.841 2.544
H 2.993 0.043 -1.383
H 2.158 1.968 0.364
C -1.375 -1.899 1.885
C -0.160 -2.716 1.900
C 0.143 -3.066 0.543
H 0.332 -3.069 2.810
C -0.881 -2.547 -0.296
C -1.776 -1.763 0.501
H -2.700 -1.275 0.178
H -1.927 -1.625 2.790
H 0.941 -3.749 0.238
H -1.060 -2.872 -1.333
Pd 0.277 -0.542 1.695
S -2.973 2.778 1.686
C -1.386 3.492 1.893
C -0.410 2.541 1.755
N -0.924 1.254 1.594
C -2.262 1.253 1.529
H -1.188 4.546 2.041
H 0.662 2.753 1.817
H -2.876 0.368 1.432
*
```



Density functional theory data (ωB97M-V/def2-TZVPD) for C17H23AuBrCl2N9O as an isolated structure.

Values from the calculation:
HOMO energy   -8.93 eV
Relative energy (zero: lowest compared OMol25 entry of this formula, charge and spin)   0.000 eV

Geometry as ORCA input:
```
! RIJCOSX wB97M-V def2-TZVPD def2/J DEFGRID3
* xyz 0 1
Au 2.134 1.614 -1.178
C -2.697 -1.650 3.938
C -1.185 -1.876 3.795
C -0.900 -3.383 3.721
C -0.493 -1.314 5.037
C -0.695 -1.203 2.516
C 0.258 -0.204 2.513
C 0.625 0.335 1.292
Br 1.940 1.747 1.280
C 0.121 -0.035 0.059
O 0.496 0.526 -1.098
C -0.855 -1.063 0.053
C -1.219 -1.598 1.277
C -1.461 -1.551 -1.266
C -2.166 -0.390 -1.987
C -2.500 -2.650 -1.029
C -0.359 -2.136 -2.164
H -3.058 -2.099 4.865
H -3.249 -2.100 3.112
H -2.929 -0.584 3.959
H -1.226 -3.872 4.641
H 0.167 -3.570 3.592
H -1.429 -3.851 2.890
H -0.876 -1.819 5.925
H -0.684 -0.246 5.157
H 0.586 -1.475 5.005
H 0.719 0.155 3.422
H -1.959 -2.385 1.278
H -2.933 0.049 -1.345
H -2.653 -0.767 -2.888
H -1.466 0.388 -2.282
H -3.331 -2.302 -0.412
H -2.062 -3.535 -0.561
H -2.910 -2.956 -1.992
H 0.373 -1.382 -2.443
H -0.806 -2.525 -3.080
H 0.152 -2.958 -1.658
N 4.343 2.293 -3.674
C 3.117 1.788 -4.015
N 2.710 1.523 -5.230
N 1.431 1.091 -5.083
N 1.066 1.089 -3.863
N 2.129 1.536 -3.143
C 4.670 2.678 -2.402
N 5.819 3.186 -2.025
N 5.691 3.385 -0.692
N 4.544 3.023 -0.271
N 3.847 2.577 -1.353
H 5.013 2.449 -4.408
Cl -0.409 6.497 -2.341
C -1.316 5.229 -1.519
Cl -0.329 3.784 -1.217
H -2.146 4.931 -2.148
H -1.651 5.607 -0.561
*
```



Density functional theory data (ωB97M-V/def2-TZVPD) for C17H23CeF5NO2P2 as an isolated structure in a non-equilibrium geometry.

Values from the calculation:
HOMO energy (spin up / spin down)   -14.47 / -14.47 eV
⟨S²⟩   0.890
Relative energy (zero: lowest compared OMol25 entry of this formula, charge and spin)   2.053 eV

Geometry as ORCA input:
```
! RIJCOSX wB97M-V def2-TZVPD def2/J DEFGRID3
* xyz 2 2
Ce -0.122 0.525 -0.369
P 1.368 -1.313 -1.836
C 0.412 -2.746 -1.500
C -0.239 -2.943 -0.246
N -0.581 -1.854 0.560
C -1.093 -2.052 1.796
C -1.320 -3.332 2.297
C -1.046 -4.435 1.486
C -0.523 -4.255 0.215
C -1.495 -0.884 2.678
P -1.805 0.689 1.789
H -0.237 -5.090 -0.437
H -1.766 -3.419 3.287
H -1.236 -5.444 1.864
H -2.416 -1.134 3.220
H -0.759 -0.726 3.478
H -1.802 -2.852 -2.569
H 0.548 -3.626 -2.142
H -2.693 -1.018 -2.496
O -2.547 -2.409 -3.022
H -3.069 -3.063 -3.512
H -0.813 1.521 -1.603
O -2.590 -0.135 -1.993
H -3.492 0.200 -1.829
C -3.576 0.474 1.455
H -4.099 0.425 2.413
H -3.951 1.338 0.905
H -3.780 -0.441 0.894
C -1.768 1.910 3.130
H -2.033 2.886 2.698
H -2.512 1.626 3.889
H -0.762 1.935 3.578
C 3.145 -1.664 -1.695
H 3.425 -2.422 -2.444
H 3.712 -0.736 -1.885
H 3.361 -2.049 -0.684
C 1.012 -0.968 -3.595
H 1.564 -0.081 -3.936
H 1.351 -1.844 -4.164
H -0.065 -0.820 -3.762
F 1.546 2.738 -0.296
C 2.438 2.086 0.566
C 2.111 0.794 0.966
C 3.028 0.141 1.790
F 2.793 -1.139 2.179
C 4.220 0.764 2.198
F 5.116 0.093 2.960
C 4.514 2.071 1.783
F 5.675 2.660 2.149
C 3.615 2.747 0.953
F 3.892 3.993 0.504
*
```



no.,molecular weight (g mol⁻¹)
1,350.44
2,334.37
3,362.45
4,362.39
5,394.45
6,643.36
7,358.40
8,378.86
9,717.21
10,570.43